[1]
DFT (ωB97M-V with the def2-TZVPD basis set) results for 9 unconnected molecules or ions with the total composition C19H31N9O in a non-equilibrium geometry.

```
60
Properties=species:S:1:pos:R:3:lowdin_charge:R:1
C -0.957 -3.609 0.621 -0.031
N -0.259 -3.512 1.897 -0.193
C -0.964 -3.895 3.133 -0.004
C 0.996 -3.239 1.909 -0.365
O 1.820 -3.281 2.874 -0.049
H -0.617 -2.945 -0.174 0.054
H -2.030 -3.454 0.733 0.080
H -0.768 -4.665 0.429 0.099
H -2.040 -3.758 3.025 0.078
H -0.764 -4.938 3.378 0.097
H -0.586 -3.134 3.816 0.091
H 1.305 -2.777 0.959 0.122
C 0.264 0.574 0.014 -0.084
C 1.631 0.141 0.287 -0.257
N 2.715 -0.193 0.564 0.159
H 0.350 1.431 -0.654 0.064
H -0.082 0.923 0.987 0.037
H -0.416 -0.192 -0.358 0.040
C -4.721 -0.767 2.051 -0.037
C -3.682 0.024 1.409 -0.293
N -2.867 0.595 0.896 0.175
H -4.171 -1.383 2.761 0.085
H -5.113 -1.301 1.185 0.076
H -5.481 -0.132 2.506 0.092
C -2.655 3.343 -2.238 -0.063
C -3.058 3.159 -3.657 -0.281
N -3.348 3.022 -4.752 0.121
H -3.307 2.660 -1.693 0.057
H -2.866 4.348 -1.874 0.080
H -1.610 3.082 -2.072 0.064
C 1.813 6.286 -1.113 -0.079
C 1.119 5.165 -0.547 -0.272
N 0.627 4.219 -0.115 0.145
H 2.794 6.476 -0.679 0.088
H 1.245 7.193 -0.909 0.082
H 1.984 6.266 -2.190 0.087
C -3.588 -0.885 -1.798 -0.081
C -4.317 -1.163 -3.063 -0.259
N -4.912 -1.420 -4.047 0.114
H -4.167 -1.504 -1.112 0.061
H -3.579 0.182 -1.575 0.049
H -2.587 -1.316 -1.801 0.060
C 5.665 0.331 -1.055 -0.083
C 5.132 1.674 -1.187 -0.311
N 4.729 2.727 -1.303 0.128
H 4.962 -0.362 -0.591 0.038
H 6.612 0.362 -0.517 0.085
H 5.880 0.066 -2.091 0.080
C 3.011 -1.621 -2.675 -0.062
C 1.532 -1.704 -2.446 -0.225
N 0.375 -1.767 -2.313 0.139
H 3.269 -0.577 -2.854 0.076
H 3.333 -2.347 -3.422 0.081
H 3.665 -1.945 -1.865 0.065
C 1.889 -0.310 3.969 -0.079
C 0.599 0.369 3.729 -0.244
N -0.447 0.934 3.541 0.109
H 2.315 -0.751 3.068 0.038
H 1.820 -1.186 4.613 0.076
H 2.510 0.483 4.385 0.083
```

Values from the calculation:
maximum force: 5.8 eV/A
HOMO energy: -9.6 eV
HOMO-LUMO gap: 9.91 eV
SMILES string: CN(C)C=O.CC#N.CC#N.CC#N.CC#N.CC#N.CC#N.CC#N.CC#N
total charge: 0

---

[2]
DFT (ωB97M-V with the def2-TZVPD basis set) results for a single C19H31NO2 molecule in a non-equilibrium geometry.

```
53
Properties=species:S:1:pos:R:3:lowdin_charge:R:1
C 7.756 -1.861 1.542 -0.120
C 6.447 -1.133 1.260 -0.278
C 6.375 -0.645 -0.185 -0.235
C 5.138 0.204 -0.480 -0.226
C 3.829 -0.572 -0.340 -0.221
C 2.628 0.159 -0.940 -0.221
C 2.328 1.489 -0.250 -0.218
C 1.051 2.149 -0.772 -0.217
C -0.225 1.561 -0.172 -0.212
C -1.470 2.196 -0.790 -0.205
C -2.755 1.817 -0.053 -0.143
C -3.021 0.335 -0.134 -0.171
N -2.998 -0.557 0.974 -0.015
O -2.786 -0.066 2.236 -0.016
C -4.333 -0.308 0.346 -0.244
C -4.866 -1.408 -0.441 0.049
C -6.192 -1.621 -0.572 -0.275
C -6.753 -2.736 -1.397 -0.052
C -7.102 -0.752 0.112 -0.011
C -6.680 0.255 0.906 0.019
C -5.280 0.543 1.096 -0.313
O -4.875 1.432 1.858 0.040
H 8.605 -1.199 1.383 0.069
H 7.864 -2.719 0.880 0.070
H 7.785 -2.215 2.570 0.066
H 6.356 -0.279 1.935 0.111
H 5.614 -1.807 1.461 0.101
H 7.266 -0.048 -0.397 0.110
H 6.390 -1.507 -0.855 0.112
H 5.215 0.583 -1.503 0.113
H 5.131 1.064 0.192 0.107
H 3.937 -1.534 -0.848 0.114
H 3.630 -0.774 0.714 0.109
H 1.754 -0.491 -0.863 0.104
H 2.811 0.344 -2.002 0.114
H 2.238 1.329 0.827 0.118
H 3.166 2.168 -0.418 0.104
H 1.017 2.054 -1.861 0.114
H 1.080 3.217 -0.539 0.111
H -0.249 0.481 -0.325 0.109
H -0.228 1.737 0.906 0.123
H -1.548 1.904 -1.841 0.116
H -1.370 3.283 -0.758 0.115
H -2.670 2.131 0.989 0.112
H -3.598 2.359 -0.490 0.128
H -2.643 -0.134 -1.038 0.150
H -3.382 0.712 2.397 0.076
H -4.142 -2.045 -0.928 0.128
H -7.368 -2.339 -2.204 0.083
H -7.384 -3.376 -0.781 0.083
H -5.959 -3.340 -1.828 0.077
H -8.161 -0.932 -0.012 0.119
H -7.373 0.893 1.433 0.118
```

Values from the calculation:
maximum force: 1.1 eV/A
HOMO energy: -8.8 eV
HOMO-LUMO gap: 8.33 eV
SMILES string: CCCCCCCCCCC[C@H]1N(O)[C@]12C=C(C)C=CC2=O
total charge: 0